{"formula": "C17H23NSi", "method": "ωB97M-V/def2-TZVPD", "homo_energy_ev": -8.70, "gap_ev": 9.58, "largest_force_ev_per_a": 3.58, "total_energy_ha": -1005.79819, "e_above_lowest_kj_mol": 115.0, "smiles": "CC[Si](CCCN)(c1ccccc1)c1ccccc1", "elements": ["C", "C", "Si", "C", "C", "C", "N", "C", "C", "C", "C", "C", "C", "C", "C", "C", "C", "C", "C", "H", "H", "H", "H", "H", "H", "H", "H", "H", "H", "H", "H", "H", "H", "H", "H", "H", "H", "H", "H", "H", "H", "H"], "xyz": [[0.257271, -3.012714, 1.144965], [0.878385, -1.798987, 0.432161], [-0.302861, -0.331630, 0.143252], [-1.162919, 0.340139, 1.681446], [-0.418776, 1.304283, 2.646285], [0.831610, 0.630724, 3.255514], [1.947907, 0.907601, 2.374208], [0.855638, 1.054737, -0.547396], [0.309916, 2.258075, -1.050384], [1.155914, 3.269121, -1.430939], [2.520598, 3.021708, -1.543213], [3.047246, 1.818838, -1.139107], [2.238748, 0.871332, -0.580853], [-1.481717, -1.011171, -1.207392], [-1.008477, -0.962435, -2.468879], [-1.859100, -1.390799, -3.501716], [-3.145892, -1.972865, -3.149769], [-3.649984, -1.840732, -1.870766], [-2.797476, -1.340001, -0.928666], [0.048040, -2.807777, 2.179873], [0.905252, -3.871797, 1.029119], [-0.638881, -3.264595, 0.538889], [1.135505, -2.022993, -0.557088], [1.671591, -1.354436, 1.088669], [-2.122620, 0.763356, 1.344527], [-1.508384, -0.538358, 2.234772], [-0.076024, 2.283175, 2.265084], [-1.028539, 1.515476, 3.537990], [0.726905, -0.456323, 3.518386], [0.966407, 1.153594, 4.271898], [2.020600, 1.951360, 2.156167], [2.739039, 0.675664, 2.886757], [-0.764715, 2.290807, -1.187830], [0.716366, 4.219613, -1.682714], [3.083211, 3.713634, -2.114927], [4.147824, 1.750148, -1.144300], [2.809702, 0.157403, -0.026316], [-0.008984, -0.636910, -2.675206], [-1.587095, -1.343621, -4.501643], [-3.734004, -2.341457, -3.938604], [-4.600429, -2.305562, -1.556670], [-3.116800, -1.345625, 0.074415]], "atomic_forces_ev_per_a": [[-0.28, 0.26, -2.03], [-0.81, 1.46, 3.01], [1.22, -0.05, -0.19], [-0.63, 0.43, -0.22], [0.05, -1.34, 0.95], [-0.49, 1.60, 1.49], [-0.85, 1.44, -0.92], [-0.98, -0.75, -0.34], [0.37, -1.66, 0.55], [-0.10, 0.17, -0.40], [-1.16, 0.20, -0.51], [1.34, 1.17, -0.17], [0.01, 0.37, 0.61], [0.14, 1.76, 2.85], [-0.82, -0.75, -2.62], [-1.95, -1.17, 2.76], [2.16, 2.15, -0.61], [-0.21, -1.32, -0.35], [0.52, -0.34, 0.25], [-0.30, -0.09, 0.36], [0.25, -0.26, 0.38], [0.02, -0.08, 0.86], [1.13, -0.51, -1.38], [-0.11, -0.57, -1.05], [0.23, 0.25, -0.02], [0.18, -0.04, 0.30], [-0.45, -0.53, -0.33], [-0.39, 0.08, -0.56], [0.02, 0.84, -0.73], [-0.01, -0.74, -1.04], [-0.27, -2.00, 0.47], [2.18, -0.43, 0.71], [-0.06, 0.48, 0.29], [0.16, 0.26, -0.38], [0.83, 0.81, 0.07], [-0.63, -0.43, -0.12], [-0.53, -1.09, 0.03], [0.39, 0.25, -0.20], [0.57, -0.07, -1.70], [-0.72, -0.56, -0.86], [0.41, 0.56, -0.41], [-0.40, 0.24, 1.21]]}


{"formula": "C17H23NdO3", "method": "ωB97M-V/def2-TZVPD", "charge": -2, "homo_energy_ev": [2.23, 2.23], "s2": 3.754, "gap_ev": [2.59, 2.60], "largest_force_ev_per_a": 3.83, "spin_multiplicity": 4, "total_energy_ha": -1448.58646, "elements": ["Nd", "C", "C", "C", "H", "C", "C", "H", "H", "H", "H", "C", "C", "C", "H", "C", "C", "H", "H", "H", "H", "O", "C", "C", "C", "C", "C", "H", "H", "H", "H", "H", "H", "H", "H", "H", "H", "C", "O", "C", "O", "H", "H", "H"], "xyz": [[0.350462, 0.065997, 0.622752], [0.192842, -1.353651, 2.910726], [-0.798907, -1.924470, 2.057870], [-0.135384, -2.552771, 0.959533], [-1.875108, -1.939131, 2.241921], [1.276575, -2.389632, 1.143318], [1.474803, -1.641725, 2.347396], [2.436404, -1.360894, 2.774034], [0.002564, -0.856463, 3.863504], [-0.619328, -3.109866, 0.154868], [2.053848, -2.821673, 0.511115], [1.456101, 2.534779, 0.897916], [2.345380, 1.656804, 1.590070], [2.960400, 0.796629, 0.627302], [2.567732, 1.683371, 2.657396], [2.473297, 1.161033, -0.672713], [1.545322, 2.246824, -0.501214], [1.043692, 2.782357, -1.305306], [0.860810, 3.330679, 1.347945], [3.687388, 0.015082, 0.829722], [2.805836, 0.750131, -1.622007], [-1.429720, 0.005585, -0.542104], [-0.168603, -1.034554, -3.496683], [-1.603511, -1.065449, -3.021542], [0.732171, -2.029759, -2.899184], [0.298643, 0.297560, -3.907175], [-2.177429, -0.505882, -1.633717], [-1.953933, -2.110104, -3.079862], [-2.203635, -0.529508, -3.780879], [-2.893199, 0.304991, -1.862072], [-2.736823, -1.335259, -1.165802], [1.182192, -2.759793, -3.614794], [0.191808, -2.646566, -2.158131], [1.587988, -1.568701, -2.366299], [0.277432, 0.476008, -5.001772], [1.308204, 0.560171, -3.549360], [-0.393193, 1.054531, -3.483341], [-2.419800, 2.604323, 3.812426], [-1.379074, 1.898484, 3.099601], [-1.655888, 1.437190, 1.893023], [-2.746732, 1.579578, 1.365398], [-1.950833, 2.858331, 4.756552], [-3.274556, 1.937761, 3.952824], [-2.696239, 3.497651, 3.246746]], "atomic_forces_ev_per_a": [[-2.59, 0.78, -0.72], [0.21, -0.81, -0.19], [0.61, -0.63, 0.02], [0.24, -0.28, 0.96], [0.43, 0.28, -0.23], [-0.53, -0.10, 0.62], [-0.47, -0.69, 0.16], [-0.27, -0.01, -0.16], [0.07, 0.03, -0.47], [0.20, 0.40, 0.21], [-0.26, 0.35, 0.10], [0.81, 0.04, -0.49], [0.31, 0.20, -0.70], [-0.09, 0.98, -0.43], [-0.27, -0.17, -0.29], [0.02, 0.86, 0.89], [0.87, -0.32, 0.51], [-0.04, -0.32, 0.26], [0.12, -0.42, -0.14], [-0.17, 0.13, -0.01], [-0.27, -0.06, 0.22], [1.42, -0.76, -1.83], [-1.52, -0.40, 0.35], [0.38, 0.03, -0.26], [0.27, -0.51, 0.06], [-0.29, 0.68, 0.00], [-0.44, 0.45, 1.31], [-0.06, 0.07, 0.14], [-0.10, -0.08, 0.13], [-0.15, -0.29, -0.20], [-0.37, -0.05, -0.41], [0.21, 0.00, 0.22], [0.19, 0.04, -0.09], [0.40, -0.05, 0.21], [0.30, 0.23, -0.12], [0.19, 0.00, -0.04], [0.30, 0.19, -0.13], [0.37, -0.33, -0.42], [-0.11, 1.25, 2.61], [0.98, -1.81, -3.23], [-0.40, 0.71, 1.16], [-0.15, 0.17, 0.24], [-0.09, 0.28, 0.00], [-0.24, -0.07, 0.17]]}


{"formula": "C17H24BCl12F9I2N2O3S", "method": "ωB97M-V/def2-TZVPD", "homo_energy_ev": -8.07, "gap_ev": 5.99, "largest_force_ev_per_a": 7.03, "total_energy_ha": -8436.75033, "elements": ["C", "C", "I", "C", "I", "C", "C", "N", "C", "C", "N", "C", "C", "C", "F", "F", "C", "F", "F", "S", "F", "F", "F", "F", "F", "O", "B", "O", "O", "H", "H", "H", "H", "H", "H", "H", "H", "H", "H", "H", "H", "C", "Cl", "Cl", "H", "H", "C", "Cl", "Cl", "H", "H", "C", "Cl", "Cl", "H", "H", "C", "Cl", "Cl", "H", "H", "C", "Cl", "Cl", "H", "H", "C", "Cl", "Cl", "H", "H"], "xyz": [[5.638773, 0.253596, -0.570904], [4.583726, 0.594980, -1.778523], [5.659820, 0.376389, -3.706225], [3.281674, -0.377209, -1.750107], [3.478633, -1.714624, -3.511072], [1.870764, 0.373023, -1.944774], [2.015703, 1.481734, -3.084182], [2.258261, 2.450653, -3.780337], [1.237267, 0.959121, -0.548520], [2.142354, 2.231162, -0.162132], [2.623321, 3.246702, 0.310934], [-0.284475, 1.418202, -0.942113], [-1.152965, 1.928681, 0.303370], [-2.077449, 0.817676, 1.018259], [-1.234330, 0.056769, 1.880824], [-2.904744, 1.607000, 1.935387], [-3.097406, 0.036524, 0.085082], [-4.397037, 0.071627, 0.729645], [-3.308560, 0.772671, -1.147715], [-2.758693, -1.737331, -0.350675], [-2.892782, -1.345650, -2.005493], [-4.442361, -2.009351, -0.375787], [-2.753064, -2.273430, 1.228449], [-1.107597, -1.569576, -0.456115], [-2.569960, -3.331895, -0.826997], [1.282157, -0.131207, 0.398433], [2.073797, 0.165970, 1.579978], [1.633416, 0.970056, 2.705007], [3.415159, -0.410464, 1.723418], [6.657392, 0.745452, -0.839542], [5.690495, -0.889089, -0.515225], [5.300247, 0.763184, 0.402545], [4.357860, 1.713533, -1.681972], [3.316734, -1.097696, -0.845535], [1.096851, -0.399023, -2.328216], [-0.122159, 2.351466, -1.622358], [-0.808024, 0.651231, -1.627062], [-0.493548, 2.495184, 1.064552], [-1.890554, 2.728635, -0.108703], [0.943877, 1.601019, 2.395830], [3.317852, -1.366259, 1.990626], [-4.972907, -1.778882, -4.649869], [-3.458386, -2.160114, -5.478098], [-6.240066, -1.343969, -5.802893], [-5.295037, -2.651192, -4.081988], [-4.805615, -0.940338, -3.974615], [1.951877, 6.373137, -1.446755], [1.765109, 8.073781, -1.890072], [0.646145, 5.390270, -2.121012], [2.903836, 6.008958, -1.831896], [1.935744, 6.286226, -0.360854], [-0.615374, -4.230119, 3.236749], [-1.259275, -5.808830, 2.766972], [0.911556, -3.892995, 2.410736], [-1.338545, -3.459802, 2.972541], [-0.445533, -4.222671, 4.312451], [-0.774960, 4.963593, -5.850967], [-2.052208, 4.477346, -4.729141], [-0.938768, 6.663107, -6.307356], [0.192384, 4.817270, -5.370711], [-0.838673, 4.348247, -6.747782], [-2.024004, -6.990911, 6.140422], [-3.440182, -7.244469, 7.167558], [-1.117940, -5.558102, 6.643811], [-1.374779, -7.863195, 6.210593], [-2.352666, -6.857624, 5.110598], [-0.537482, -1.216199, 6.187410], [0.183802, -2.787341, 6.556676], [-0.869682, -1.058239, 4.458413], [-1.472335, -1.116833, 6.738240], [0.153545, -0.429556, 6.488770]], "atomic_forces_ev_per_a": [[-0.25, 0.66, -1.05], [0.68, 0.14, 1.36], [1.30, 2.23, 1.00], [0.54, 0.29, -0.47], [-2.25, -1.43, 1.27], [-0.10, -0.24, -0.81], [1.30, 3.81, -1.34], [-1.58, -5.64, 3.82], [0.16, 0.19, -2.15], [0.53, 3.83, 2.78], [-2.56, -5.87, -2.90], [0.90, 1.36, -0.07], [-0.89, 0.15, -1.08], [1.56, 3.08, 2.53], [-2.25, 0.73, -2.13], [1.63, -1.98, -2.00], [-3.61, 2.78, 0.04], [3.74, -0.17, -1.54], [0.91, -1.60, 3.53], [-1.59, -4.49, -2.65], [0.67, -0.95, 2.68], [2.97, 0.21, -0.08], [0.50, 1.53, -2.44], [-2.73, 0.10, 0.70], [-0.15, 2.70, 0.92], [1.11, 2.54, 0.59], [1.09, -0.14, 2.12], [0.31, -0.86, -3.46], [-3.15, -0.55, 0.14], [-1.74, -1.18, 0.40], [0.25, 1.73, 0.27], [0.25, -1.15, -1.42], [-0.06, -1.70, -0.46], [-0.33, 1.52, -1.49], [1.32, 1.24, 0.69], [-0.29, -1.57, 1.16], [0.97, 0.98, 1.43], [-1.20, -1.25, -0.96], [1.20, -1.47, 0.78], [0.43, -0.75, 0.59], [0.34, 1.31, -0.48], [-0.04, 0.00, 0.27], [0.05, -0.01, 0.11], [-0.06, 0.01, 0.09], [0.06, 0.10, -0.20], [0.00, -0.09, -0.22], [0.30, -0.05, 0.21], [0.06, -0.02, 0.04], [-0.08, -0.13, -0.01], [-0.23, 0.06, -0.04], [-0.10, 0.03, -0.21], [-0.19, 0.21, 0.23], [-0.05, 0.00, -0.01], [0.05, 0.11, -0.04], [0.17, -0.21, -0.07], [0.04, -0.09, -0.24], [0.31, -0.12, -0.12], [0.01, -0.13, 0.06], [0.07, -0.04, -0.04], [-0.21, 0.09, 0.03], [-0.12, 0.15, 0.16], [0.04, -0.30, -0.18], [-0.01, -0.07, -0.04], [-0.14, -0.25, -0.12], [-0.11, 0.18, 0.10], [0.03, 0.10, 0.25], [-0.06, 0.20, 0.20], [0.21, 0.33, 0.14], [-0.03, 0.15, 0.17], [0.13, -0.14, -0.16], [-0.03, -0.19, -0.16]]}